Entry 1:
Computed, not measured: 9 unconnected molecules or ions with the total composition C22H66N12O9, with the ωB97M-V functional and the def2-TZVPD basis.

Atoms and positions in Å:
C -0.22689 -0.09482 -4.84364
O -0.37576 -1.36123 -4.22944
C -0.07626 -2.32938 -5.17044
C 0.02213 -3.69673 -4.46201
C -1.36665 -4.04245 -3.81136
N 1.07794 -3.80754 -3.47151
H -0.67498 0.07171 -5.81591
H 0.82148 0.07980 -5.12020
H -0.59833 0.63502 -4.10020
H -0.71513 -2.37360 -6.06902
H 0.92846 -2.08207 -5.58257
H 0.29677 -4.37674 -5.25299
H -1.66244 -3.29059 -3.07781
H -1.52995 -4.95167 -3.34333
H -2.13109 -3.90455 -4.57710
H 2.00316 -3.67550 -3.87192
H 1.05985 -3.12509 -2.75178
C -5.29784 0.17925 3.20865
O -4.01457 0.73819 3.20949
C -4.18675 2.13381 3.03577
C -2.84385 2.75731 2.60577
C -1.77746 2.69891 3.63660
N -3.02038 4.12344 2.13142
H -5.92150 0.64704 2.38924
H -5.86537 0.25359 4.12185
H -5.20458 -0.89546 2.97198
H -4.90949 2.22361 2.16606
H -4.62555 2.57587 3.92504
H -2.57954 2.09371 1.78413
H -0.81587 2.52877 3.14780
H -1.97485 1.92307 4.36556
H -1.66359 3.63639 4.22674
H -3.16260 4.79555 2.90746
H -3.80872 4.21599 1.50592
C 4.39895 -4.91337 -4.99709
O 4.13101 -3.81174 -4.19770
C 5.03991 -2.80132 -4.55262
C 4.98580 -1.59048 -3.56859
C 4.92396 -2.10516 -2.16818
N 3.89102 -0.61972 -4.04978
H 4.13416 -4.65036 -6.03942
H 3.84910 -5.77369 -4.63692
H 5.47887 -5.20852 -4.97784
H 6.04728 -3.19746 -4.49230
H 4.90517 -2.37782 -5.59479
H 5.92380 -1.03631 -3.74182
H 4.81170 -1.33152 -1.39349
H 5.83921 -2.64412 -1.86007
H 4.08108 -2.83275 -2.03481
H 2.97913 -0.64777 -3.55314
H 4.33361 0.30880 -3.88992
C -2.04507 -1.02616 6.12561
O -0.70604 -1.26229 5.90255
C 0.04841 -0.27623 5.23597
C 1.52404 -0.63512 5.12124
C 2.27254 0.45244 4.33719
N 1.62972 -1.84561 4.38103
H -2.44478 -1.90458 6.62086
H -2.58712 -0.86423 5.21877
H -2.12213 -0.19525 6.79449
H -0.31965 -0.08200 4.21099
H 0.02154 0.68226 5.82042
H 2.01009 -0.78203 6.12109
H 2.01122 1.42349 4.68273
H 1.98860 0.38738 3.29244
H 3.34990 0.42585 4.46956
H 1.41954 -2.60996 5.02044
H 2.57963 -2.06350 4.01651
N -3.15776 2.39058 -2.82187
C -4.08756 1.44485 -2.63714
N -3.76578 0.14596 -2.94860
O -5.17807 1.66866 -2.12556
H -3.40009 3.25534 -2.31171
H -2.20627 2.07425 -2.85549
H -4.60211 -0.37984 -3.18596
H -3.04794 0.07322 -3.62467
N -1.23184 3.83431 -0.20956
C -0.20585 4.65053 -0.51163
N 0.70380 4.08774 -1.45705
O -0.02314 5.74021 -0.04381
H -1.77720 3.98872 0.62339
H -1.22252 2.92569 -0.64059
H 1.10171 4.79446 -2.07795
H 0.32872 3.29049 -1.93453
N 1.34575 4.85567 2.80318
C 1.98101 4.20432 1.76550
N 3.09258 4.74932 1.23356
O 1.59582 3.05579 1.39536
H 0.50457 4.53734 3.20821
H 1.50654 5.83283 2.91122
H 3.35168 5.69465 1.42848
H 3.77036 4.23361 0.72801
N 0.61934 0.55055 0.43845
C 0.20600 0.19078 -0.75437
N 0.31481 -1.13040 -1.01600
O -0.14872 1.02322 -1.60104
H 0.85528 -0.10969 1.18301
H 0.84138 1.53359 0.50422
H -0.00277 -1.54121 -1.87064
H 0.50821 -1.75456 -0.24561
C -2.16282 -2.48483 1.75212
C -1.09278 -1.68929 2.36752
O 0.23171 -1.99311 1.90810
H -2.16099 -2.47943 0.65752
H -3.11648 -2.15195 2.08865
H -2.07961 -3.53618 2.03360
H -1.18020 -1.83251 3.46206
H -1.27381 -0.61620 2.22150
H 0.70107 -2.02227 2.74847

E_tot ... -2212.12235 Eh
Multiplicity ... 1
Gap between HOMO and LUMO ... 9.49 eV
SMILES string ... COC[C@H](C)N.COC[C@H](C)N.COC[C@H](C)N.COC[C@H](C)N.NC(N)=O.NC(N)=O.NC(N)=O.NC(N)=O.CCO
HOMO level ... -8.860 eV
Energy above the lowest of the compared OMol25 structures with the same formula, charge and spin ... 7.1 kcal per mole
Lowest unoccupied orbital energy ... 0.6 eV

---

Entry 2:
Computed, not measured: a molecular structure, C22H66N16O22P2, with the ωB97M-V functional and the def2-TZVPD basis.

Atoms and positions in Å:
C -21.33169 36.36392 16.29233
N -20.78560 34.90723 16.15270
O -21.55268 33.94165 15.99338
O -19.58266 34.75878 16.25824
H -20.61558 37.06189 15.85861
H -21.32979 36.58106 17.36048
H -22.35815 36.56103 15.98309
C -22.25379 28.85523 15.48768
N -23.56132 28.91953 14.74074
O -23.83339 29.67659 13.73632
O -24.47490 28.32873 15.27269
H -22.40496 28.52370 16.51498
H -21.89772 29.87383 15.64184
H -21.46023 28.38259 14.90892
C -22.96469 29.82030 18.23644
N -21.57577 29.24791 18.23675
O -20.82706 29.49290 17.31462
O -21.27615 28.56068 19.19684
H -23.57605 28.93839 18.42767
H -23.02624 30.36266 17.29295
H -22.85196 30.44986 19.11909
C -23.32644 34.73977 13.60088
N -22.17196 35.60357 13.92171
O -22.32607 36.73833 14.31387
O -21.07587 35.13764 13.52779
H -23.03860 33.75042 13.95647
H -23.44414 34.70684 12.51776
H -24.17527 35.11201 14.17449
C -15.55299 32.96371 12.28268
N -15.29160 32.80089 10.75742
O -16.22320 33.08532 9.99383
O -14.21740 32.39253 10.37969
H -14.86203 32.28459 12.78216
H -16.59414 32.70742 12.47869
H -15.42988 34.00018 12.59682
C -19.33334 27.91801 16.23628
N -20.30805 26.76689 16.14349
O -19.70863 25.64696 16.13622
O -21.52938 27.04590 15.96510
H -19.78389 28.84449 15.88024
H -18.47189 27.69482 15.60685
H -19.18890 28.11206 17.29910
C -22.37695 32.61660 9.93521
N -22.76414 33.87448 10.59283
O -21.84344 34.74358 10.61523
O -23.85952 34.07142 11.12809
H -21.70370 32.83112 9.10525
H -23.23433 32.09875 9.50529
H -21.86658 31.94770 10.62818
C -17.65956 33.62243 16.06129
N -16.30132 33.20329 15.70100
O -15.97842 32.84025 14.52442
O -15.48347 33.17644 16.61307
H -17.57062 34.68798 16.27298
H -18.15220 33.08325 16.87042
H -18.42164 33.42494 15.30740
C -19.22605 34.20906 11.51666
N -18.03615 34.65368 12.23107
O -17.43671 35.69080 11.94884
O -17.61019 33.92707 13.09378
H -20.08971 34.84357 11.71563
H -19.41395 33.14050 11.62146
H -19.07794 34.49373 10.47496
C -17.38212 29.18355 11.30776
N -16.50706 29.94103 10.34933
O -15.27119 29.92198 10.58479
O -17.01387 30.92251 9.78093
H -18.04281 28.54061 10.72621
H -18.12447 29.89647 11.66662
H -16.81144 28.81686 12.16097
O -20.54917 29.42010 14.76257
P -19.97422 30.66432 14.16609
N -20.26140 31.91476 15.22737
C -20.59654 31.72994 16.63739
C -20.41688 33.34577 14.73091
N -20.60390 31.19179 12.60862
C -22.04003 31.26226 12.47938
C -19.91516 31.03284 11.34071
N -18.30300 30.72566 14.09760
C -17.52689 31.77901 13.54680
C -17.55590 29.89185 15.10689
H -21.57896 32.07871 16.95569
H -19.87697 32.21775 17.29493
H -20.39317 30.70879 16.95985
H -19.71704 33.66873 13.96017
H -20.24989 33.96731 15.61064
H -21.42141 33.47381 14.32765
H -22.39794 31.58602 13.45670
H -22.27998 31.96620 11.68251
H -22.46858 30.30295 12.18925
H -18.82916 31.11000 11.39312
H -20.17082 30.04120 10.96735
H -20.28409 31.72888 10.58737
H -18.19932 32.47731 13.04850
H -16.93662 32.23468 14.34182
H -16.84840 31.37037 12.79797
H -18.10984 29.00186 15.40548
H -17.25638 30.40947 16.01817
H -16.66367 29.59945 14.55324
O -19.68009 29.51637 10.29733
P -20.68778 28.52719 9.92774
N -22.32702 28.85499 10.52680
C -22.70924 30.27258 10.20947
C -22.47247 28.56943 11.94246
N -20.41420 26.83810 10.15076
C -19.16129 26.28228 9.75730
C -21.41228 25.77672 10.09798
N -21.03924 28.65105 8.23029
C -20.07401 29.38769 7.35180
C -22.03566 27.83235 7.55453
H -21.81838 30.86796 10.40935
H -23.57297 30.44249 10.85227
H -22.92387 30.51707 9.16915
H -22.10298 27.55101 12.06241
H -23.52904 28.49593 12.20008
H -21.92942 29.32076 12.51579
H -19.19816 25.22610 10.02418
H -18.99935 26.41239 8.68728
H -18.47151 26.81908 10.40857
H -22.43180 26.16164 10.12110
H -21.37721 25.27704 9.12991
H -21.23677 24.98813 10.82970
H -20.43128 29.41034 6.32226
H -19.91255 30.42184 7.65607
H -19.15299 28.81050 7.43330
H -23.02172 28.08243 7.94603
H -21.82770 26.76423 7.61745
H -22.25305 28.11448 6.52436

E_tot ... -4089.45157 Eh
Multiplicity ... 1
Gap between HOMO and LUMO ... 5.35 eV
HOMO level ... -6.613 eV
Lowest unoccupied orbital energy ... -1.3 eV

---

Q: Which formula does entry 1 have?
A: C22H66N12O9